# 1
A cluster of 8 separate species, C43H66F7N5O27P3S in total at a distorted geometry. Source: the Open Molecules 2025 dataset; level of theory: ωB97M-V/def2-TZVPD.

Last column: Mulliken charge in e.
CARTESIAN COORDINATES (ANGSTROEM)
C 0.8638 -2.1993 3.1544  -0.3357
C 0.6768 -2.9119 1.6521  -0.4029
P -0.3652 -1.8496 0.4995  0.4166
C -2.1270 -2.5136 0.1920  -0.1383
C -2.4350 -3.9994 0.8110  -0.9373
C 0.4967 -1.2274 -1.0752  -1.7590
C 1.0252 -2.3703 -2.1204  1.1468
C 0.8238 -3.9376 -1.5730  -0.0680
C 1.3467 -5.0590 -2.7027  -0.5925
O 0.1909 -5.9127 -3.0225  -0.3154
C 0.0295 -5.9023 -4.4869  0.4573
O 0.9482 -6.3946 -5.3634  -0.5155
N 0.3390 -2.1811 -3.4908  -0.6982
C -0.9336 -2.6875 -3.4817  0.3062
S -2.4724 -3.4098 -3.6586  -0.1885
N 2.5224 -2.2988 -2.4450  -0.2565
C 2.9841 -0.8983 -2.7534  -0.5455
N 2.9807 -0.7713 -4.2914  -0.5752
C 2.0099 0.2974 -2.2032  -0.1956
P 2.7037 2.0734 -2.3940  0.4513
O 1.8406 2.8430 -3.7399  -0.5374
O 4.3354 1.8185 -3.0494  -0.6115
N 1.5085 -0.0788 -0.8426  0.7771
C 2.4822 -0.4670 0.2060  -0.2248
C 3.9189 0.2714 0.2869  -0.7759
C 3.8411 1.6069 1.2919  0.3481
C 4.4276 2.9737 0.6038  -0.7167
C 3.4228 4.2942 0.7775  0.2954
C 2.7781 4.4352 2.2783  -1.0054
C 1.1539 4.1633 2.3544  0.8405
C 0.2728 5.0915 1.3025  -0.6981
O -0.7839 4.2274 0.7522  -0.0444
C -1.5142 4.8686 -0.3524  0.5813
C -3.0964 4.4022 -0.6287  -0.4211
O -1.0275 5.7738 -1.2095  -0.6038
P 0.5647 1.3522 -0.2166  0.4403
N -0.4696 1.9439 -1.3379  -0.6141
H 2.0169 -2.0055 3.3170  0.2062
H 0.5634 -3.0029 3.9800  0.0815
H 0.2506 -1.2085 3.2686  -0.1225
H 0.1359 -3.9494 1.8900  0.4463
H 1.7569 -3.1907 1.3033  0.1685
H -2.3485 -2.3978 -0.9540  -0.1216
H -2.8729 -1.7607 0.7406  0.5318
H -3.4809 -4.3409 0.3713  0.2459
H -2.6179 -3.8489 1.9780  0.2992
H -1.5790 -4.7846 0.6639  0.2378
H -0.3871 -0.6684 -1.6604  0.5429
H -0.2662 -4.1655 -1.2180  -0.0367
H 1.6306 -4.0406 -0.6989  0.3539
H 2.1745 -5.7655 -2.2177  0.2752
H 1.8576 -4.5621 -3.6318  0.3226
H -0.9612 -5.4991 -4.9701  0.1627
H 3.0969 -2.7741 -1.7149  0.4683
H 4.1110 -0.8108 -2.4401  0.5177
H 3.9718 -0.6356 -4.5886  0.2906
H 2.6560 -1.6932 -4.7109  0.3060
H 1.0702 0.2909 -2.9413  0.2866
H 2.1475 2.2864 -4.5357  0.3767
H 4.9731 2.4846 -2.6577  0.3418
H 1.9545 -0.3189 1.2674  0.1604
H 2.6899 -1.6349 0.1012  0.0367
H 4.4526 0.5008 -0.7334  0.2718
H 4.6584 -0.4726 0.8611  0.3512
H 4.5247 1.3991 2.2482  0.5247
H 2.7429 1.7023 1.7187  -0.5446
H 5.4207 3.2784 1.1931  0.4044
H 4.7564 2.8620 -0.5205  -0.0606
H 2.5837 4.3047 -0.0483  0.1317
H 4.0795 5.2747 0.6034  -0.0448
H 3.2718 3.6915 3.0582  0.2607
H 2.9561 5.5185 2.6985  0.3101
H 0.8013 4.4522 3.4337  0.4764
H 0.8647 3.0177 2.2111  -0.6917
H 0.9352 5.6352 0.5055  0.3308
H -0.2797 5.9518 1.9129  0.3281
H -3.3983 3.6668 0.2310  0.2342
H -3.7985 5.3477 -0.7045  0.3893
H -3.1963 3.8148 -1.6456  -0.1956
H -0.1912 0.9925 0.9832  -0.1344
H 1.4203 2.4539 0.1593  -0.0941
H -1.4301 1.8732 -0.9283  0.2559
C -1.1953 1.6827 6.1291  -0.4396
C -0.0007 1.9718 5.2858  0.6573
O -0.1790 1.1365 4.1645  -0.1193
C -1.5286 0.9998 4.0352  0.6174
O -2.0810 0.5810 3.0316  -0.5227
O -2.1891 1.3970 5.1654  -0.3343
F 1.1361 1.6010 5.9166  -0.3635
H -1.0559 0.8102 6.7762  0.0566
H -1.4836 2.5363 6.7484  0.3641
H 0.0767 3.0144 4.9596  0.1344
C 5.3265 9.8834 -0.3367  -0.4640
C 4.1504 9.0363 -0.6842  0.2981
O 4.3762 7.8468 0.0377  -0.2331
C 5.0893 8.2277 1.1345  0.6026
O 5.2385 7.5359 2.1280  -0.5118
O 5.6111 9.4839 0.9890  -0.3201
F 4.1430 8.7391 -2.0030  -0.2768
H 6.1962 9.6817 -0.9711  0.2781
H 5.0982 10.9516 -0.3838  0.2807
H 3.1860 9.4661 -0.3932  0.2999
C -5.9631 -2.4557 -2.5237  0.0458
C -6.4394 -3.8232 -2.1707  0.3177
O -6.4909 -3.8008 -0.7622  -0.2851
C -6.7419 -2.5016 -0.4373  0.6028
O -7.1256 -2.1324 0.6602  -0.5461
O -6.5186 -1.6623 -1.4942  -0.2899
F -5.5406 -4.7595 -2.5491  -0.2415
H -4.8717 -2.3680 -2.5006  -0.1317
H -6.3204 -2.1312 -3.5048  0.2740
H -7.4279 -4.0716 -2.5714  0.2345
C 2.2612 -6.7328 6.0481  -0.3697
C 1.3246 -7.2615 5.0160  0.2987
O 1.1653 -6.1774 4.1294  -0.2422
C 2.3341 -5.4813 4.2068  0.6135
O 2.6862 -4.6425 3.3942  -0.5129
O 3.0683 -5.8434 5.3028  -0.3128
F 0.1203 -7.5480 5.5592  -0.2776
H 1.7484 -6.1791 6.8417  0.2046
H 2.8653 -7.5215 6.5046  0.2750
H 1.7038 -8.1315 4.4694  0.2858
C -2.0356 -2.8509 9.0621  -0.4151
C -0.5542 -2.9517 8.9312  0.2587
O -0.3191 -2.6178 7.5821  -0.2157
C -1.3327 -1.7721 7.2444  0.5876
O -1.3274 -1.0579 6.2556  -0.5657
O -2.3539 -1.8159 8.1536  -0.2737
F -0.1374 -4.2216 9.1345  -0.2861
H -2.5509 -3.7692 8.7611  0.3079
H -2.3467 -2.5908 10.0774  0.2736
H 0.0014 -2.2681 9.5819  0.2882
C -2.0309 -3.1650 -7.0338  0.4563
C -2.9674 -3.6936 -8.0659  0.3066
O -3.1268 -2.6095 -8.9525  -0.2964
C -1.9580 -1.9134 -8.8751  0.5928
O -1.6059 -1.0746 -9.6877  -0.5365
O -1.2238 -2.2756 -7.7791  -0.3184
F -4.1718 -3.9801 -7.5226  -0.2710
H -2.5437 -2.6113 -6.2402  -0.1802
H -1.4268 -3.9537 -6.5773  -0.0861
H -2.5883 -4.5637 -8.6125  0.2947
C -4.3072 4.8928 -4.3373  -0.2534
C -4.2179 3.4512 -4.7055  0.2784
O -5.5546 3.0976 -4.9795  -0.2389
C -6.1408 4.2448 -5.4236  0.5571
O -7.2075 4.2841 -6.0139  -0.5322
O -5.3834 5.3464 -5.1335  -0.3085
F -3.7879 2.7118 -3.6585  -0.2750
H -4.5482 5.0458 -3.2800  0.1551
H -3.3894 5.4393 -4.5705  0.3282
H -3.5962 3.2501 -5.5845  0.2548

## Properties
charge	+1
highest occupied orbital energy	-10.3	eV
HOMO-LUMO gap	6.91	eV

# 2
A cluster of 3 separate species, C3H7FO2S in total at a distorted geometry. Source: the Open Molecules 2025 dataset; level of theory: ωB97M-V/def2-TZVPD.

Last column: Mulliken charge in e.
CARTESIAN COORDINATES (ANGSTROEM)
C -0.9309 -0.3636 0.0845  -0.5930
C 0.4578 1.4919 -0.9792  -1.0857
C 0.1833 0.0723 -0.4480  -0.3364
O 1.3908 -0.9807 2.3852  -0.5189
O 1.6544 1.3104 1.7124  -0.3858
F -0.1387 -2.7631 3.5317  -0.4321
S 1.8862 -0.0611 1.4089  0.7451
H -0.9203 -1.3730 0.4024  0.3022
H -1.8178 0.2952 0.0761  0.2496
H 0.5398 -2.1782 3.2322  0.4947
H -0.0151 1.7506 -1.9123  0.3638
H 1.5377 1.6416 -1.1125  0.2868
H 0.1883 2.3210 -0.3190  0.3419
H 0.9904 -0.6058 -0.5187  0.5679

## Properties
charge	0
highest occupied orbital energy	-10.5	eV
HOMO-LUMO gap	9.33	eV

# 3
A cluster of 6 separate species, C7H27N7O6 in total at a distorted geometry. Source: the Open Molecules 2025 dataset; level of theory: ωB97M-V/def2-TZVPD.

Last column: Mulliken charge in e.
CARTESIAN COORDINATES (ANGSTROEM)
C 2.6031 -2.3952 1.1706  -0.9022
O 2.0216 -1.2245 0.5779  -0.4486
C 3.0564 -0.5068 -0.1735  -1.2070
C 2.3631 0.5283 -0.9673  0.7460
C 3.4122 1.2894 -1.7396  -1.7879
N 1.5294 1.4348 -0.1374  -0.2338
H 3.2138 -1.9797 1.9478  0.3429
H 3.2728 -2.9214 0.4284  0.2641
H 1.7465 -3.0113 1.5811  0.2744
H 3.7237 0.0254 0.5002  0.3925
H 3.7769 -1.0547 -0.8154  0.4965
H 1.7829 0.0736 -1.7544  0.1446
H 4.1919 1.8433 -1.2222  0.3999
H 2.8778 2.1594 -2.2882  0.3536
H 3.8537 0.6971 -2.5413  0.4659
H 0.7637 1.7953 -0.6662  0.1178
H 2.1799 2.1505 0.2431  0.2207
N -1.4016 -3.1796 -1.0948  -0.3226
C -1.7154 -2.4606 -2.1830  0.6252
N -2.7372 -3.0046 -2.9364  -0.4521
O -1.1429 -1.4373 -2.5075  -0.7514
H -0.8924 -2.7207 -0.3294  0.2776
H -1.6033 -4.1956 -1.0765  0.1797
H -3.4021 -3.7137 -2.7338  0.1463
H -2.7631 -2.5997 -3.8818  0.2370
N -1.7375 2.7071 2.8140  -0.4246
C -0.4246 2.4718 2.2905  0.3750
N -0.1912 1.1186 2.0549  -0.0767
O 0.2481 3.3817 1.9234  -0.6267
H -1.7713 3.6572 3.2533  0.2520
H -2.0852 1.9413 3.3645  0.1903
H 0.6778 0.8255 1.6168  0.1283
H -0.9410 0.4718 2.2947  0.2442
N -2.3864 2.6418 -0.4164  -0.4820
C -2.0075 1.3891 -0.8077  0.5361
N -1.0914 1.2289 -1.7646  -0.3676
O -2.6328 0.3756 -0.3840  -0.8565
H -1.7737 3.4410 -0.4515  0.2622
H -2.8013 2.5295 0.4757  0.2848
H -1.1017 0.2358 -2.0351  0.4238
H -0.8952 2.0331 -2.4089  0.2245
O -0.3060 -2.0947 1.5065  -0.7017
H -1.0684 -1.5780 1.8037  0.3249
H 0.3927 -1.5401 1.1749  0.7398
O -2.5933 -0.3770 2.2801  -0.7294
H -3.4789 -0.2717 2.6644  0.2896
H -2.7424 -0.1800 1.3507  0.4106

## Properties
SMILES string	COC[C@H](C)N.NC(N)=O.NC(N)=O.NC(N)=O.O.O
charge	0
highest occupied orbital energy	-8.8	eV
HOMO-LUMO gap	9.56	eV

# 4
The molecule C4H9FS2 at a distorted geometry. Source: the Open Molecules 2025 dataset; level of theory: ωB97M-V/def2-TZVPD.

Last column: Mulliken charge in e.
CARTESIAN COORDINATES (ANGSTROEM)
C -2.4896 -1.0362 0.5618  -0.7727
S -1.1332 -0.7950 -0.7163  -0.0086
C -0.0490 0.1897 0.4320  -0.3702
C -0.4231 1.5612 0.6667  -0.3232
F -0.3260 2.1093 -0.5699  -0.2696
S 1.7333 0.2469 -0.0914  -0.0313
C 2.2773 -1.4976 0.2157  -0.7103
H -2.0074 -1.2079 1.5624  0.2385
H -3.0045 -1.8631 0.1208  0.3573
H -3.1472 -0.0837 0.4717  0.2256
H -0.2302 -0.3943 1.3311  0.3277
H 0.2271 2.0829 1.4610  0.2925
H -1.4561 1.5377 1.0949  0.2689
H 1.5506 -2.1737 -0.3368  0.2295
H 3.2398 -1.6104 -0.2663  0.3302
H 2.2683 -1.8040 1.3569  0.2157

## Properties
SMILES string	CSC(CF)SC
charge	0
highest occupied orbital energy	-8.7	eV
HOMO-LUMO gap	9.50	eV

# 5
A cluster of 3 separate species, C3H3N3 in total at a distorted geometry. Source: the Open Molecules 2025 dataset; level of theory: ωB97M-V/def2-TZVPD.

Last column: Mulliken charge in e.
CARTESIAN COORDINATES (ANGSTROEM)
C 1.2873 0.4835 -1.1580  0.1390
N 0.2533 0.4137 -1.6558  -0.4294
H 2.3148 0.5993 -0.9141  0.2899
C 0.3421 -0.1469 1.7682  0.1411
N 1.2747 0.0836 1.1296  -0.4335
H -0.3631 -0.3601 2.5301  0.2922
C -1.7359 -0.1276 -0.5826  0.1396
N -1.6326 -0.3035 0.5476  -0.4281
H -2.0527 -0.0098 -1.5908  0.2892

## Properties
SMILES string	C#N.C#N.C#N
charge	0
highest occupied orbital energy	-11.2	eV
HOMO-LUMO gap	12.43	eV

# 6
A structure of composition C5H8N2O at a distorted geometry. Source: the Open Molecules 2025 dataset; level of theory: ωB97M-V/def2-TZVPD.

Last column: Mulliken charge in e.
CARTESIAN COORDINATES (ANGSTROEM)
C 0.9320 -1.4312 0.8863  -0.6439
C 0.9972 -0.8157 -0.4576  0.5702
C 0.4026 0.4991 -0.2325  0.4429
C 1.1727 1.8071 -0.1693  -1.0431
C -2.8734 -0.3666 -0.3741  -0.2519
H -0.3593 -1.1268 1.3381  0.2518
H 1.0108 -2.6762 0.8603  0.2894
H 1.9648 -0.7389 1.3454  0.2301
H 0.5776 2.6841 -0.6522  0.2986
H 2.2469 1.9895 -0.8360  0.2740
H 1.5541 1.9021 0.8279  0.2884
H -3.5027 0.7671 0.3126  0.2733
H -3.4155 -1.3983 -0.6292  0.2655
N -0.8801 0.7417 -0.1901  -0.3623
N -1.5585 -0.6154 -0.6755  -0.3165
O 1.7307 -1.2216 -1.3541  -0.5664

## Properties
charge	0
highest occupied orbital energy	-9.6	eV
HOMO-LUMO gap	9.63	eV